# 1
This record from OMol25 describes a cluster of 15 separate species, C64H160N15O29 in total at a distorted geometry. The level of theory is ωB97M-V/def2-TZVPD.

The calculation puts the molar mass at 1604.060 g mol⁻¹. The max |F| comes out at 4.1 eV/A. Its HOMO energy is -10.162 eV. Its total charge is +1. Its total energy is -5536.31038 hartree.

Atoms and positions in Å:
1 C -3.339 -7.013 -2.257
2 C -3.267 -5.911 -1.214
3 N -2.848 -6.209 0.240
4 C -3.998 -6.864 0.912
5 C -1.618 -7.085 0.198
6 C -0.901 -7.374 1.521
7 C -2.429 -4.997 1.085
8 C -3.283 -3.767 0.842
9 O -4.576 -3.864 1.422
10 C -4.651 -3.461 2.821
11 H -3.976 -7.940 -2.030
12 H -2.417 -7.424 -2.618
13 H -3.916 -6.555 -3.123
14 H -4.185 -5.332 -1.091
15 H -2.548 -5.178 -1.581
16 H -3.733 -7.224 1.843
17 H -4.242 -7.758 0.324
18 H -4.800 -6.172 0.757
19 H -0.992 -6.514 -0.496
20 H -1.869 -7.973 -0.339
21 H -0.617 -6.455 2.053
22 H -0.001 -7.896 1.272
23 H -1.548 -8.018 2.046
24 H -1.384 -4.820 0.747
25 H -2.401 -5.259 2.134
26 H -3.466 -3.608 -0.227
27 H -2.750 -2.886 1.281
28 H -4.786 -2.401 2.823
29 H -3.745 -3.754 3.417
30 H -5.605 -3.914 3.160
31 C 1.276 4.078 0.572
32 C 0.968 3.052 -0.426
33 N 0.713 1.700 0.139
34 C 1.936 0.977 0.558
35 C -0.189 1.792 1.449
36 C -1.433 2.597 1.253
37 C -0.007 0.947 -0.973
38 C 0.053 -0.564 -0.948
39 O -0.440 -1.023 0.348
40 C -0.249 -2.449 0.522
41 H 1.644 4.985 0.060
42 H 2.014 3.799 1.357
43 H 0.413 4.392 1.169
44 H 1.760 2.990 -1.216
45 H 0.100 3.405 -0.930
46 H 2.537 1.620 1.223
47 H 2.480 0.778 -0.318
48 H 1.676 0.081 1.027
49 H 0.504 2.229 2.142
50 H -0.348 0.707 1.722
51 H -2.307 2.395 1.886
52 H -1.776 2.385 0.230
53 H -1.258 3.641 1.318
54 H 0.410 1.268 -1.969
55 H -1.063 1.230 -0.963
56 H 1.129 -0.768 -1.068
57 H -0.495 -0.906 -1.798
58 H 0.870 -2.577 0.392
59 H -0.744 -3.042 -0.220
60 H -0.499 -2.579 1.540
61 C 2.341 -3.120 -2.518
62 C 1.262 -3.433 -3.488
63 N 1.594 -4.042 -4.820
64 C 2.227 -5.378 -4.432
65 C 0.313 -4.210 -5.576
66 C -0.574 -5.406 -5.187
67 C 2.596 -3.269 -5.546
68 C 2.192 -1.808 -5.915
69 O 1.185 -1.757 -6.928
70 C 1.534 -2.316 -8.135
71 H 1.787 -2.690 -1.702
72 H 2.937 -2.235 -2.856
73 H 2.858 -3.980 -2.061
74 H 0.548 -2.637 -3.600
75 H 0.686 -4.197 -2.954
76 H 2.169 -6.001 -5.327
77 H 1.729 -5.857 -3.617
78 H 3.270 -5.192 -4.161
79 H 0.721 -4.309 -6.636
80 H -0.150 -3.223 -5.514
81 H -1.531 -5.222 -5.568
82 H -0.665 -5.480 -4.085
83 H -0.018 -6.305 -5.548
84 H 2.842 -3.766 -6.479
85 H 3.552 -3.442 -5.000
86 H 3.053 -1.294 -6.244
87 H 1.761 -1.277 -5.025
88 H 1.938 -3.344 -8.064
89 H 2.285 -1.825 -8.676
90 H 0.599 -2.413 -8.721
91 C 1.440 2.665 -5.278
92 C 0.164 3.149 -5.899
93 N -1.163 2.517 -5.404
94 C -1.247 1.115 -5.867
95 C -1.253 2.684 -3.874
96 C -2.547 2.228 -3.234
97 C -2.285 3.276 -5.996
98 C -2.298 4.806 -5.758
99 O -1.602 5.433 -6.774
100 C -1.324 6.871 -6.623
101 H 1.575 2.865 -4.229
102 H 2.268 3.294 -5.775
103 H 1.730 1.592 -5.314
104 H 0.108 2.955 -7.014
105 H 0.026 4.214 -5.777
106 H -2.264 0.681 -5.663
107 H -0.492 0.607 -5.296
108 H -1.033 1.048 -6.880
109 H -1.179 3.761 -3.642
110 H -0.372 2.251 -3.439
111 H -3.396 2.736 -3.662
112 H -2.470 2.471 -2.208
113 H -2.686 1.130 -3.284
114 H -3.221 2.819 -5.668
115 H -2.200 3.034 -7.110
116 H -1.908 5.049 -4.734
117 H -3.379 5.141 -5.725
118 H -0.454 7.137 -6.021
119 H -2.171 7.321 -6.108
120 H -1.272 7.298 -7.560
121 C -3.764 -0.449 1.204
122 C -4.211 0.282 -0.069
123 N -5.740 0.589 -0.164
124 C -6.054 1.849 0.681
125 C -5.956 0.946 -1.635
126 C -7.377 1.378 -1.974
127 C -6.530 -0.572 0.293
128 C -6.293 -1.865 -0.503
129 O -6.930 -1.855 -1.759
130 C -7.002 -3.112 -2.408
131 H -4.050 -0.042 2.126
132 H -2.689 -0.522 1.099
133 H -4.123 -1.481 1.215
134 H -3.994 -0.283 -1.006
135 H -3.841 1.286 -0.079
136 H -5.229 2.471 0.465
137 H -5.971 1.588 1.779
138 H -7.089 2.206 0.482
139 H -5.696 0.049 -2.210
140 H -5.185 1.708 -1.829
141 H -7.970 1.434 -1.075
142 H -7.826 0.501 -2.494
143 H -7.501 2.306 -2.497
144 H -7.583 -0.424 0.166
145 H -6.357 -0.761 1.340
146 H -6.756 -2.672 0.065
147 H -5.196 -2.064 -0.587
148 H -5.985 -3.491 -2.580
149 H -7.486 -2.912 -3.346
150 H -7.639 -3.798 -1.757
151 C 7.751 3.855 1.833
152 C 6.939 4.270 0.568
153 N 6.351 3.181 -0.166
154 C 5.375 2.495 0.755
155 C 5.602 3.702 -1.347
156 C 4.385 4.529 -1.184
157 C 7.399 2.162 -0.712
158 C 6.701 0.992 -1.395
159 O 6.958 -0.205 -0.591
160 C 6.493 -1.340 -1.316
161 H 8.723 3.284 1.487
162 H 7.260 3.139 2.522
163 H 8.050 4.798 2.262
164 H 7.531 4.912 -0.130
165 H 6.053 4.966 0.871
166 H 4.448 2.247 0.272
167 H 5.045 3.164 1.581
168 H 5.851 1.602 1.160
169 H 5.256 2.883 -1.962
170 H 6.267 4.315 -1.910
171 H 4.057 4.503 -2.200
172 H 4.593 5.565 -0.951
173 H 3.698 4.215 -0.412
174 H 7.928 1.771 0.191
175 H 8.148 2.763 -1.264
176 H 7.144 0.864 -2.359
177 H 5.673 1.093 -1.603
178 H 6.549 -2.159 -0.671
179 H 7.014 -1.638 -2.209
180 H 5.444 -1.137 -1.557
181 C -2.918 6.076 4.134
182 C -2.432 4.944 5.181
183 N -0.925 4.613 5.125
184 C -0.567 4.210 3.780
185 C -0.238 5.881 5.636
186 C 1.278 5.679 5.960
187 C -0.505 3.492 6.037
188 C -1.333 2.197 5.934
189 O -0.983 1.621 4.703
190 C -1.676 0.444 4.339
191 H -3.917 6.448 4.448
192 H -3.178 5.614 3.183
193 H -2.228 6.865 3.950
194 H -3.050 4.042 4.970
195 H -2.530 5.217 6.199
196 H 0.489 4.191 3.765
197 H -0.904 5.063 3.214
198 H -1.131 3.333 3.551
199 H -0.743 6.194 6.545
200 H -0.256 6.628 4.851
201 H 1.463 6.712 6.370
202 H 1.939 5.574 5.108
203 H 1.522 4.990 6.744
204 H -0.540 3.847 7.095
205 H 0.506 3.304 5.832
206 H -2.357 2.440 5.844
207 H -1.093 1.539 6.738
208 H -1.567 0.266 3.313
209 H -2.763 0.497 4.695
210 H -1.433 -0.443 4.933
211 C 2.454 -1.953 2.788
212 C 2.290 -2.511 4.135
213 N 2.274 -1.502 5.323
214 C 1.130 -0.616 5.045
215 C 1.957 -2.241 6.607
216 C 2.195 -1.518 7.949
217 C 3.569 -0.677 5.419
218 C 4.842 -1.428 5.535
219 O 5.439 -1.659 4.309
220 C 6.022 -0.485 3.693
221 H 2.600 -2.690 2.031
222 H 3.291 -1.254 2.831
223 H 1.522 -1.539 2.501
224 H 3.108 -3.190 4.367
225 H 1.337 -3.106 4.221
226 H 0.229 -1.282 4.879
227 H 1.353 0.177 4.288
228 H 0.967 -0.059 6.010
229 H 2.700 -3.072 6.638
230 H 1.022 -2.746 6.525
231 H 1.715 -2.228 8.634
232 H 1.569 -0.602 8.085
233 H 3.248 -1.310 8.127
234 H 3.448 0.047 6.239
235 H 3.622 -0.084 4.494
236 H 4.687 -2.403 5.994
237 H 5.538 -0.904 6.152
238 H 5.274 0.358 3.645
239 H 6.441 -0.705 2.729
240 H 6.911 -0.238 4.243
241 N -4.609 2.176 4.170
242 O -4.352 2.542 5.355
243 O -3.780 2.635 3.326
244 O -5.513 1.358 3.838
245 N 3.293 0.428 -3.071
246 O 3.524 1.467 -2.386
247 O 2.107 0.030 -3.215
248 O 4.241 -0.240 -3.494
249 N 1.391 -5.972 -1.140
250 O 1.002 -5.370 -0.096
251 O 2.590 -6.035 -1.499
252 O 0.527 -6.500 -1.907
253 N -2.748 -2.252 -2.728
254 O -1.716 -2.943 -2.674
255 O -2.627 -1.013 -2.664
256 O -3.903 -2.788 -2.762
257 N 3.186 3.120 3.884
258 O 3.381 3.385 5.075
259 O 4.125 3.311 3.128
260 O 2.136 2.589 3.507
261 N -1.148 -3.694 4.544
262 O -1.054 -4.921 4.306
263 O -0.905 -3.323 5.720
264 O -1.509 -2.838 3.649
265 N 0.271 5.345 -2.695
266 O -0.499 5.496 -1.673
267 O -0.154 5.727 -3.838
268 O 1.478 4.905 -2.581

---

# 2
This record from OMol25 describes a structure of composition C3H6N2S2 at a distorted geometry. The level of theory is ωB97M-V/def2-TZVPD.

The calculation puts the molar mass at 134.229 g mol⁻¹. The max |F| comes out at 7.0 eV/A. Its HOMO energy is -8.648 eV. Its total charge is 0. Its total energy is -1023.64779 hartree. The energy relative to the best compared isomer or geometry (same formula, charge and spin) is 97.4 kcal/mol.

Atoms and positions in Å:
1 C -1.358 -1.638 0.165
2 C -0.999 -0.300 0.115
3 C 0.809 1.350 0.039
4 H -1.559 -2.029 -1.061
5 H -2.374 -1.846 1.025
6 H -0.454 -2.221 0.731
7 H 2.669 -0.365 0.428
8 H -0.065 1.920 0.287
9 H 2.160 2.825 0.576
10 N 0.410 0.005 -0.193
11 N 2.035 1.748 0.025
12 S -2.104 0.828 -0.087
13 S 1.591 -1.268 -0.084

---

# 3
This record from OMol25 describes a structure of composition C37H48BN8O4Tc at a distorted geometry. The level of theory is ωB97M-V/def2-TZVPD.

The calculation puts the molar mass at 777.655 g mol⁻¹. The expectation value of S² is 3.791. The max |F| comes out at 1.2 eV/A. Its HOMO energy (alpha / beta) is -4.951 / -5.743 eV. Its total charge is -1. Its spin multiplicity is 4. Its total energy is -2283.60724 hartree.

Atoms and positions in Å:
1 Tc -0.747 0.342 0.819
2 C 0.416 -1.809 -3.178
3 C 1.505 -0.778 -3.493
4 C 0.897 0.497 -4.071
5 C 2.320 -0.482 -2.267
6 C 3.717 -0.617 -2.154
7 C 3.987 -0.312 -0.840
8 N 2.818 -0.039 -0.230
9 N 1.789 -0.112 -1.105
10 B 2.643 0.174 1.285
11 N 1.973 1.539 1.572
12 C 2.650 2.602 2.013
13 C 1.816 3.700 1.985
14 C 0.602 3.222 1.486
15 N 0.703 1.899 1.251
16 C -0.644 4.029 1.291
17 C -1.528 3.924 2.534
18 C -0.326 5.487 0.964
19 N 1.851 -1.004 1.854
20 C 2.356 -1.947 2.667
21 C 1.565 -3.066 2.570
22 C 0.561 -2.729 1.643
23 N 0.724 -1.461 1.249
24 C -0.404 -3.709 1.036
25 C 0.361 -4.566 0.015
26 C -1.053 -4.609 2.097
27 H -0.173 -2.039 -4.070
28 H 0.860 -2.735 -2.807
29 H -0.252 -1.422 -2.405
30 H 2.191 -1.200 -4.230
31 H 0.208 0.919 -3.344
32 H 1.671 1.238 -4.284
33 H 0.353 0.288 -4.996
34 H 4.412 -0.896 -2.930
35 H 4.915 -0.313 -0.289
36 H 3.727 0.188 1.804
37 H 3.681 2.505 2.313
38 H 2.048 4.713 2.269
39 H -1.190 3.598 0.460
40 H -1.029 4.362 3.402
41 H -2.474 4.444 2.366
42 H -1.746 2.875 2.746
43 H 0.135 5.990 1.818
44 H 0.353 5.564 0.112
45 H -1.251 6.018 0.729
46 H 3.258 -1.768 3.232
47 H 1.688 -4.009 3.080
48 H -1.171 -3.166 0.492
49 H 1.202 -5.073 0.495
50 H -0.302 -5.323 -0.410
51 H 0.752 -3.948 -0.797
52 H -0.365 -5.409 2.393
53 H -1.330 -4.051 2.991
54 H -1.962 -5.062 1.701
55 O -3.053 -2.064 6.969
56 C -2.113 -1.256 6.877
57 O -1.377 -0.717 7.730
58 C -1.770 -0.843 5.404
59 C -0.758 0.077 5.155
60 C -0.464 0.437 3.858
61 N -1.119 -0.091 2.810
62 C -2.089 -0.998 3.041
63 C -2.441 -1.385 4.314
64 C -2.710 -1.578 1.783
65 O -3.595 -2.405 1.852
66 O -2.187 -1.109 0.688
67 H -0.212 0.496 5.990
68 H 0.313 1.156 3.639
69 H -3.225 -2.117 4.459
70 C -0.781 3.404 -2.154
71 C -2.220 2.957 -2.451
72 C -2.297 1.539 -3.033
73 C -3.160 3.094 -1.268
74 C -4.204 3.996 -1.391
75 C -5.171 4.151 -0.406
76 C -5.115 3.325 0.705
77 C -4.101 2.401 0.886
78 C -4.222 1.426 2.036
79 C -4.487 2.055 3.407
80 C -5.324 0.405 1.714
81 C -3.034 2.299 -0.080
82 N -1.937 1.541 0.123
83 H -0.196 3.426 -3.075
84 H -0.295 2.732 -1.447
85 H -0.780 4.413 -1.729
86 H -2.601 3.638 -3.216
87 H -1.927 0.808 -2.312
88 H -1.709 1.463 -3.949
89 H -3.334 1.287 -3.267
90 H -4.263 4.595 -2.294
91 H -5.969 4.874 -0.523
92 H -5.898 3.391 1.454
93 H -3.288 0.886 2.094
94 H -5.441 2.589 3.422
95 H -3.702 2.750 3.697
96 H -4.535 1.267 4.162
97 H -6.307 0.884 1.727
98 H -5.316 -0.408 2.443
99 H -5.165 -0.030 0.724

---

# 4
This record from OMol25 describes the ion CH8N4 with charge +2 at a distorted geometry. The level of theory is ωB97M-V/def2-TZVPD.

The calculation puts the molar mass at 76.103 g mol⁻¹. The max |F| comes out at 5.3 eV/A. Its HOMO energy is -21.299 eV. Its total charge is +2. Its total energy is -260.99299 hartree. The energy relative to the best compared isomer or geometry (same formula, charge and spin) is 75.3 kcal/mol.

Atoms and positions in Å:
1 C 1.169 0.304 -0.351
2 N 1.014 -0.986 0.149
3 N 0.154 1.152 0.166
4 N -0.951 -0.963 -0.105
5 N -1.139 0.498 -0.050
6 H 2.159 0.544 0.006
7 H 1.382 0.236 -1.504
8 H 1.300 -0.999 1.203
9 H 0.295 1.390 1.120
10 H -0.948 -1.312 -1.045
11 H -1.248 -1.467 0.769
12 H -1.746 0.704 0.669
13 H -1.443 0.900 -1.027

---

# 5
This record from OMol25 describes a structure of composition C12H24BeFO12 at a distorted geometry. The level of theory is ωB97M-V/def2-TZVPD.

The calculation puts the molar mass at 388.322 g mol⁻¹. The max |F| comes out at 6.0 eV/A. Its HOMO energy is -12.582 eV. Its total charge is +1. Its total energy is -1488.80002 hartree. The energy relative to the best compared isomer or geometry (same formula, charge and spin) is 0.0 kcal/mol.

Atoms and positions in Å:
1 Be 1.127 2.415 1.182
2 F 0.229 0.451 1.797
3 C -2.835 1.636 1.915
4 O -3.182 2.404 0.753
5 C -2.260 3.141 0.184
6 O -1.066 3.115 0.442
7 O -2.842 3.962 -0.654
8 C -2.058 4.965 -1.273
9 H -2.064 0.925 1.637
10 H -3.723 1.115 2.269
11 H -2.597 2.232 2.796
12 H -1.152 4.514 -1.678
13 H -1.755 5.716 -0.540
14 H -2.570 5.534 -2.043
15 C -2.598 -6.966 1.739
16 O -2.167 -5.769 2.373
17 C -1.955 -4.695 1.603
18 O -2.205 -4.617 0.427
19 O -1.504 -3.727 2.369
20 C -1.152 -2.478 1.833
21 H -1.758 -7.605 1.475
22 H -3.272 -6.838 0.894
23 H -3.200 -7.482 2.486
24 H -0.506 -1.870 2.461
25 H -2.037 -1.853 1.681
26 H -0.705 -2.654 0.852
27 C -1.604 -0.039 -0.981
28 O -0.788 0.223 -2.114
29 C 0.262 1.010 -2.050
30 O 0.754 1.519 -1.056
31 O 0.725 1.131 -3.268
32 C 1.937 1.783 -3.554
33 H -1.104 0.114 -0.022
34 H -1.856 -1.098 -0.969
35 H -2.532 0.530 -0.991
36 H 2.793 1.175 -3.258
37 H 2.013 2.783 -3.123
38 H 1.987 1.949 -4.627
39 C 2.265 -1.249 0.415
40 O 3.617 -0.906 0.089
41 C 3.995 0.343 0.186
42 O 3.355 1.268 0.665
43 O 5.237 0.410 -0.250
44 C 5.680 1.648 -0.823
45 H 2.102 -2.315 0.300
46 H 1.530 -0.612 -0.069
47 H 2.121 -1.072 1.483
48 H 6.327 1.325 -1.632
49 H 6.146 2.301 -0.088
50 H 4.843 2.208 -1.242